ORCA calculation (ωB97M-V/def2-TZVPD) on an isolated ion of composition C20H32IN4O and charge +1 in a non-equilibrium geometry.

E_HOMO = -11.70 eV

```
! RIJCOSX wB97M-V def2-TZVPD def2/J DEFGRID3
* xyz 1 1
C -2.029 3.313 1.670
O -1.553 3.410 0.277
C -2.527 4.102 -0.590
C -3.762 3.100 -1.027
C -3.290 1.525 -1.175
C -2.224 1.277 -2.397
C -0.966 0.272 -2.007
C -1.054 -1.156 -2.847
C -1.879 -2.202 -1.883
C -1.779 -3.775 -2.321
C -0.369 -4.523 -1.952
C 0.665 -3.671 -1.021
N 0.260 -3.429 0.402
I -1.294 -4.591 1.224
C 0.773 -2.522 1.291
N 0.173 -2.419 2.676
C 0.997 -1.292 3.262
N 2.012 -0.842 2.234
C 2.985 0.307 2.547
C 4.340 0.169 3.460
C 5.242 1.555 3.694
C 4.821 3.020 3.035
C 3.471 3.141 2.087
C 2.587 1.772 1.861
N 1.912 -1.581 1.034
C 2.840 -1.321 -0.118
H -2.891 4.055 1.947
H -1.101 3.558 2.372
H -2.377 2.211 1.928
H -2.017 4.519 -1.574
H -2.956 5.025 -0.011
H -4.225 3.516 -2.032
H -4.569 3.153 -0.173
H -4.251 0.866 -1.433
H -2.902 1.128 -0.130
H -2.821 0.827 -3.307
H -1.815 2.329 -2.772
H 0.050 0.860 -2.217
H -1.018 0.132 -0.838
H -0.019 -1.547 -3.228
H -1.719 -0.985 -3.822
H -3.030 -1.901 -1.991
H -1.596 -1.969 -0.772
H -2.692 -4.346 -1.812
H -1.981 -3.839 -3.485
H -0.585 -5.632 -1.564
H 0.189 -4.691 -2.995
H 0.939 -2.683 -1.634
H 1.687 -4.288 -0.989
H 0.966 -0.760 4.308
H 4.660 -0.870 3.941
H 6.244 1.562 4.340
H 5.434 4.013 3.192
H 3.101 4.117 1.555
H 1.622 1.837 1.178
H 3.907 -0.891 0.202
H 3.094 -2.334 -0.697
H 2.323 -0.615 -0.902
*
```


ORCA calculation (ωB97M-V/def2-TZVPD) on C20H32IN4O6OsP2S2 as an isolated structure in a non-equilibrium geometry.

E_HOMO (spin up / spin down) = -12.66 / -12.80 eV
energy relative to the best compared isomer or geometry (same formula, charge and spin) = 0.4324 eV

```
! RIJCOSX wB97M-V def2-TZVPD def2/J DEFGRID3
* xyz 2 2
Os 0.525 -0.581 0.422
C -3.944 -2.021 0.739
C -3.209 -2.389 -0.516
N -3.869 -3.005 -1.466
C -3.249 -3.413 -2.596
C -1.923 -3.214 -2.825
C -1.284 -3.801 -4.060
O -0.498 -2.853 -4.790
C -1.187 -2.496 -1.842
C 0.199 -2.257 -2.074
N 1.010 -1.523 -1.376
C 2.361 -1.486 -1.856
C 2.635 -1.289 -3.204
C 3.935 -1.393 -3.680
C 4.978 -1.683 -2.810
C 4.720 -1.851 -1.456
C 3.419 -1.743 -0.997
I 3.018 -2.095 1.038
C -1.823 -2.088 -0.669
O -1.216 -1.471 0.352
H -4.862 -2.601 0.787
H -4.201 -0.965 0.727
H -3.332 -2.197 1.624
H -3.872 -3.923 -3.322
H -2.062 -4.237 -4.684
H -0.622 -4.616 -3.758
H -0.944 -2.624 -5.611
H 0.619 -2.762 -2.937
H 1.817 -1.066 -3.880
H 4.127 -1.271 -4.738
H 5.986 -1.797 -3.185
H 5.527 -2.078 -0.769
C -2.092 1.838 4.434
C -1.442 2.708 3.379
O -1.909 2.390 2.045
P -1.814 0.992 1.283
S -0.579 1.335 -0.374
S -0.184 0.067 2.443
O -3.259 0.882 0.696
C -4.218 1.988 0.568
C -5.412 1.469 -0.191
H -1.739 2.118 5.428
H -1.845 0.788 4.265
H -3.177 1.947 4.408
H -0.355 2.629 3.395
H -1.708 3.753 3.514
H -3.730 2.807 0.041
H -4.496 2.339 1.559
H -5.100 1.050 -1.148
H -6.108 2.288 -0.371
H -5.924 0.692 0.378
N 3.438 3.174 -0.759
C 4.065 2.726 0.543
P 2.630 1.961 1.407
O 1.685 3.070 1.719
O 2.292 0.878 0.411
C 3.276 1.402 3.036
N 2.261 1.883 4.038
H 2.767 3.924 -0.569
H 2.887 2.381 -1.118
H 4.110 3.484 -1.459
H 4.450 3.589 1.082
H 4.865 2.016 0.341
H 4.230 1.891 3.224
H 3.395 0.325 3.105
H 1.419 1.303 3.919
H 1.949 2.820 3.739
H 2.591 1.879 5.001
*
```